Computed, not measured: the ion C5H8N3O with charge +1 in a non-equilibrium geometry, with the ωB97M-V functional and the def2-TZVPD basis.

Results
Energy relative to the best compared isomer or geometry (same formula, charge and spin): 390.3 kJ/mol
Largest force on an atom: 0.079 Eh/bohr
Charge: +1
Frontier orbital gap: 8.928 eV
E_tot: -434.4474 Ha
E_HOMO: -13.85 eV
Spin multiplicity: 1

Geometry (Å):
C -1.59 0.23 -0.02
C -1.50 0.01 -3.23
C 0.76 0.19 0.80
C 1.76 1.18 0.99
C 0.98 -1.13 1.48
N -2.34 0.01 -1.02
N -1.69 -0.62 -2.14
N -0.31 0.40 0.14
O -1.53 0.72 -4.12
H -2.29 0.33 0.82
H 2.13 1.10 1.96
H 2.70 1.12 0.24
H 1.42 2.17 1.01
H -0.05 -1.49 1.64
H 1.73 -1.76 1.05
H 1.46 -0.83 2.50
H -1.65 -1.62 -2.10

So, what does the natural (NBO) scheme give us? The charges, in e, come out as: 0.289 0.976 0.469 -0.698 -0.686 -0.345 -0.498 -0.461 -0.276 0.240 0.248 0.278 0.254 0.233 0.268 0.250 0.460